Entry 1:
ORCA calculation (wB97M-V/def2-TZVPD) on the molecule C4H6O2S in a non-equilibrium geometry.

Computed properties:
Energy relative to the best compared isomer or geometry (same formula, charge and spin) in kcal per mole: 71.66
LUMO in eV: 0.61
Kohn-Sham gap in eV: 9.67
E_tot in Ha: -704.5653
E_HOMO in eV: -9.07
Structure (SMILES): S[C@H]1[C@H]2OCO[C@@H]12

Each line ends with the Löwdin charge.
Cartesian coordinates (Å):
1 S 0.6359 1.0624 -1.5055  0.68
2 C 0.4410 -0.6715 -0.8553  -0.55
3 C 0.6962 -0.8948 0.5308  -0.24
4 O 0.5131 0.2597 1.3788  -0.09
5 C -0.9194 0.2764 1.5730  -0.22
6 O -1.4978 -0.2126 0.4443  -0.06
7 C -0.6766 -1.2093 -0.1021  -0.20
8 H 1.7618 1.6029 -0.4730  0.02
9 H 0.8784 -1.3426 -1.5277  0.08
10 H 1.3679 -1.6013 0.8734  0.13
11 H -1.1964 1.3452 1.6132  0.15
12 H -1.1772 -0.2439 2.4802  0.13
13 H -1.1792 -2.1411 -0.3423  0.16


Entry 2:
ORCA calculation (wB97M-V/def2-TZVPD) on the molecule C16H21NO5.

Computed properties:
Energy relative to the best compared isomer or geometry (same formula, charge and spin) in kcal per mole: 0.84
LUMO in eV: 0.33
Kohn-Sham gap in eV: 9.17
E_tot in Ha: -1053.3161
E_HOMO in eV: -8.83
Structure (SMILES): CCC[C@@H](CCC(=O)Nc1ccc(C(=O)OC)cc1)C(=O)O

Each line ends with the Löwdin charge.
Cartesian coordinates (Å):
1 C 3.9041 3.0800 0.6748  -0.10
2 C 2.9979 2.3091 -0.2780  -0.24
3 C 2.5816 0.9371 0.2572  -0.17
4 C 3.7490 -0.0489 0.3466  -0.23
5 C 3.3833 -1.3528 1.0825  -0.13
6 C 2.1911 -2.1046 0.4887  -0.09
7 C 0.8726 -1.5030 0.9540  -0.47
8 O 0.7059 -1.0915 2.0779  0.08
9 N -0.0917 -1.5117 -0.0168  0.13
10 C -1.4111 -1.0675 0.0507  -0.21
11 C -1.9658 -0.5036 1.1989  0.01
12 C -3.2794 -0.0848 1.1878  0.01
13 C -4.0648 -0.2160 0.0440  -0.13
14 C -5.4664 0.2507 0.0904  -0.46
15 O -5.9911 0.7486 1.0570  0.11
16 O -6.1141 0.0623 -1.0740  -0.05
17 C -7.4664 0.4894 -1.0995  -0.05
18 C -3.5088 -0.7792 -1.1031  -0.01
19 C -2.1968 -1.1987 -1.0972  -0.02
20 C 4.3171 -0.3760 -1.0159  -0.51
21 O 5.4897 -0.4277 -1.2742  0.12
22 O 3.3830 -0.6435 -1.9462  0.10
23 H 4.0711 4.0869 0.2996  0.07
24 H 4.8723 2.5970 0.7771  0.07
25 H 3.4458 3.1523 1.6586  0.08
26 H 2.0919 2.8940 -0.4519  0.11
27 H 3.5020 2.1888 -1.2400  0.11
28 H 1.8129 0.5268 -0.3992  0.11
29 H 2.1484 1.0540 1.2519  0.12
30 H 4.5674 0.4069 0.9110  0.14
31 H 4.2614 -2.0018 1.0852  0.12
32 H 3.1396 -1.1028 2.1170  0.12
33 H 2.2088 -3.1336 0.8585  0.13
34 H 2.2502 -2.1308 -0.5986  0.10
35 H 0.1747 -1.8842 -0.9184  0.14
36 H -1.3638 -0.4009 2.0856  0.10
37 H -3.7226 0.3533 2.0689  0.12
38 H -7.8409 0.2572 -2.0933  0.09
39 H -7.5296 1.5624 -0.9061  0.10
40 H -8.0456 -0.0369 -0.3377  0.10
41 H -4.1106 -0.8836 -1.9918  0.12
42 H -1.7676 -1.6351 -1.9889  0.11
43 H 3.8151 -0.8376 -2.7932  0.14


Entry 3:
ORCA calculation (wB97M-V/def2-TZVPD) on a structure of composition C37H49N8O4P2S2Tl.

Computed properties:
LUMO in eV: -0.52
Kohn-Sham gap in eV: 6.67
E_tot in Ha: -3829.8658
E_HOMO in eV: -7.19

Each line ends with the Löwdin charge.
Cartesian coordinates (Å):
1 Tl -1.1044 1.3001 -0.1540  0.80
2 C 2.7888 -0.1843 -2.8194  -0.09
3 O 2.5074 1.0533 -3.4512  -0.10
4 C 2.5046 2.1886 -2.6771  -0.22
5 C 3.3858 3.1859 -3.0198  0.00
6 C 3.3578 4.4298 -2.3844  -0.10
7 C 2.4144 4.6470 -1.4148  -0.07
8 C 1.4949 3.6513 -1.0326  -0.13
9 C 0.5322 4.0690 -0.0343  -0.06
10 N -0.4260 3.3761 0.4609  -0.09
11 N -1.1612 3.9526 1.4818  0.07
12 C -2.2863 3.3101 1.6993  -0.49
13 O -2.7503 2.3083 1.0534  -0.12
14 C -3.0817 3.7953 2.8628  -0.15
15 C -3.7111 2.8653 3.6833  -0.03
16 C -4.4554 3.2897 4.7723  -0.09
17 C -4.5941 4.6467 5.0328  -0.10
18 C -3.9756 5.5758 4.2086  -0.09
19 C -3.2150 5.1518 3.1290  -0.03
20 C 1.5334 2.3690 -1.6425  -0.27
21 O 0.7537 1.3620 -1.3473  -0.19
22 H 3.8723 -0.3133 -2.7203  0.09
23 H 2.4047 -0.9606 -3.4804  0.09
24 H 2.3111 -0.2661 -1.8459  0.06
25 H 4.0899 2.9819 -3.8162  0.12
26 H 4.0533 5.2064 -2.6687  0.10
27 H 2.3497 5.6136 -0.9301  0.11
28 H 0.6348 5.0867 0.3478  0.13
29 H -3.6148 1.8118 3.4535  0.11
30 H -4.9356 2.5626 5.4141  0.10
31 H -5.1899 4.9791 5.8730  0.10
32 H -4.0871 6.6339 4.4060  0.10
33 H -2.7156 5.8644 2.4874  0.11
34 C -5.8481 -0.9899 -0.5483  -0.38
35 S -4.9115 -1.5391 -1.9881  0.89
36 C -3.2728 -1.3333 -1.4287  -0.72
37 S -2.5266 1.1225 -2.2706  0.42
38 N -3.1277 -1.3471 -0.1457  -0.07
39 N -2.1384 -0.7804 0.5238  -0.05
40 C -1.7706 -1.2491 1.6603  -0.07
41 C -0.9042 -0.4511 2.5226  -0.27
42 C -0.6951 -0.8252 3.8466  -0.01
43 C 0.0652 -0.0108 4.6643  -0.04
44 C 0.6053 1.1552 4.1450  -0.05
45 C 0.3647 1.4517 2.8135  -0.11
46 N -0.3643 0.6677 2.0307  0.06
47 H -6.8995 -1.0160 -0.8273  0.03
48 H -5.5495 0.0264 -0.2979  0.04
49 H -5.6712 -1.6459 0.2998  0.03
50 H -2.1753 -2.1886 2.0260  0.13
51 H -1.1489 -1.7331 4.2210  0.12
52 H 0.2222 -0.2747 5.7020  0.11
53 H 1.1985 1.8247 4.7502  0.11
54 H 0.7584 2.3503 2.3571  0.11
55 C -0.6481 -0.1238 -4.1221  -0.26
56 P -1.8470 -0.7872 -2.8632  0.46
57 C -0.5912 -1.7861 -1.9919  -0.21
58 C -2.7943 -1.7672 -4.0724  -0.40
59 C -3.4564 -1.1436 -5.1246  -0.10
60 C -4.1422 -1.9004 -6.0608  -0.08
61 C -4.1513 -3.2851 -5.9652  -0.09
62 C -3.4891 -3.9113 -4.9202  -0.08
63 C -2.8216 -3.1532 -3.9696  -0.11
64 H -0.2074 -0.9410 -4.6995  0.06
65 H 0.1346 0.4393 -3.6171  0.02
66 H -1.1619 0.5511 -4.8067  0.04
67 H 0.0314 -2.2459 -2.7596  0.06
68 H -1.0298 -2.5473 -1.3497  0.05
69 H 0.0541 -1.1425 -1.3904  0.02
70 H -3.4548 -0.0631 -5.1970  0.11
71 H -4.6693 -1.4093 -6.8676  0.10
72 H -4.6794 -3.8750 -6.7024  0.10
73 H -3.5006 -4.9900 -4.8386  0.10
74 H -2.3374 -3.6442 -3.1340  0.11
75 C 1.4937 -3.5495 2.6588  -0.10
76 N 2.7222 -2.8591 2.3128  -0.31
77 C 3.9250 -3.4973 2.8106  -0.11
78 P 2.7549 -1.7755 1.0497  0.54
79 O 1.3715 -1.3245 0.7602  -0.27
80 N 3.8955 -0.6655 1.5514  -0.30
81 C 4.2906 0.3640 0.5896  -0.09
82 C 3.7188 -0.0837 2.8785  -0.10
83 N 3.4844 -2.4143 -0.3066  -0.30
84 C 4.8937 -2.7685 -0.3469  -0.12
85 C 2.6628 -3.2833 -1.1345  -0.10
86 H 1.3347 -3.5216 3.7416  0.08
87 H 1.5287 -4.6003 2.3493  0.08
88 H 0.6531 -3.0665 2.1690  0.06
89 H 3.8744 -3.5842 3.8999  0.09
90 H 4.8021 -2.9044 2.5618  0.07
91 H 4.0519 -4.5055 2.4000  0.08
92 H 4.4204 -0.0667 -0.3976  0.06
93 H 5.2402 0.7999 0.9063  0.09
94 H 3.5445 1.1641 0.5228  0.09
95 H 3.2824 -0.8076 3.5628  0.07
96 H 3.0697 0.7935 2.8397  0.07
97 H 4.6915 0.2276 3.2667  0.09
98 H 5.4553 -2.1922 0.3838  0.07
99 H 5.3000 -2.5523 -1.3393  0.09
100 H 5.0471 -3.8356 -0.1471  0.08
101 H 1.6195 -2.9998 -1.0477  0.05
102 H 2.7749 -4.3357 -0.8453  0.09
103 H 2.9626 -3.1877 -2.1810  0.08


Entry 4:
ORCA calculation (wB97M-V/def2-TZVPD) on a structure of composition C2H3N2OS in a non-equilibrium geometry.

Computed properties:
Energy relative to the best compared isomer or geometry (same formula, charge and spin) in kcal per mole: 97.24
Net charge: +1
LUMO (spin up / spin down) in eV: -7.50 / -7.50
Kohn-Sham gap (spin up / spin down) in eV: 6.60 / 6.60
E_tot in Ha: -660.5041
E_HOMO (spin up / spin down) in eV: -14.10 / -14.10

Each line ends with the Löwdin charge.
Cartesian coordinates (Å):
1 C 0.0221 0.0368 0.0209  -0.13
2 C 0.6181 1.3110 0.0175  -0.49
3 N 0.8991 -1.0321 -0.0606  0.05
4 N 2.1560 -0.8099 0.0263  -0.23
5 O 3.0922 -1.5296 0.0157  0.15
6 S 2.2752 1.4409 -0.0219  1.10
7 H -1.0406 -0.2763 0.2102  0.16
8 H -0.0840 2.2047 0.1688  0.13
9 H 0.4221 -1.9946 -0.2324  0.26


Entry 5:
ORCA calculation (wB97M-V/def2-TZVPD) on the molecule C20H23N3O6.

Computed properties:
Energy relative to the best compared isomer or geometry (same formula, charge and spin) in kcal per mole: 83.69
LUMO in eV: 0.56
Kohn-Sham gap in eV: 8.67
E_tot in Ha: -1391.6240
E_HOMO in eV: -8.11
Structure (SMILES): CCC(=O)Nc1ccc(C(=O)NNC(=O)c2cc(OC)c(OC)c(OC)c2)cc1

Each line ends with the Löwdin charge.
Cartesian coordinates (Å):
1 C -1.9970 4.6314 1.0391  -0.09
2 C -0.9045 5.1673 0.1122  -0.16
3 C -0.0392 4.0253 -0.3884  -0.47
4 O 1.0445 3.7632 0.0864  0.06
5 N -0.6271 3.3178 -1.3949  0.13
6 C -0.1623 2.1628 -2.0297  -0.21
7 C -1.0598 1.4313 -2.8062  0.00
8 C -0.6618 0.2637 -3.4241  0.00
9 C 0.6377 -0.1994 -3.2628  -0.16
10 C 1.0319 -1.5128 -3.8464  -0.44
11 O 0.9703 -1.8059 -5.0160  0.10
12 N 1.5461 -2.3872 -2.9157  0.09
13 N 1.3061 -2.2246 -1.5584  0.06
14 C 0.0280 -2.1993 -1.0589  -0.43
15 O -0.9239 -2.5236 -1.7343  0.10
16 C -0.0603 -1.7974 0.3649  -0.13
17 C -0.9955 -2.4523 1.1583  0.04
18 C -1.1225 -2.1204 2.4952  -0.18
19 O -1.9808 -2.7169 3.3634  -0.06
20 C -2.8244 -3.7308 2.8728  -0.08
21 C -0.3249 -1.0992 3.0564  -0.12
22 O -0.5686 -0.8773 4.3751  -0.04
23 C 0.3537 -0.1798 5.1822  -0.06
24 C 0.5767 -0.4036 2.2326  -0.18
25 O 1.2864 0.6183 2.7982  -0.10
26 C 2.2087 1.3399 2.0115  -0.06
27 C 0.7119 -0.7734 0.8974  0.03
28 C 1.5446 0.5519 -2.5242  -0.03
29 C 1.1569 1.7313 -1.9200  -0.01
30 H -2.6593 3.9450 0.5149  0.07
31 H -1.5499 4.1015 1.8767  0.08
32 H -2.5928 5.4530 1.4290  0.07
33 H -1.3493 5.7004 -0.7304  0.11
34 H -0.2638 5.8550 0.6646  0.12
35 H -1.5638 3.5923 -1.6582  0.14
36 H -2.0782 1.7768 -2.9153  0.11
37 H -1.3592 -0.3133 -4.0101  0.13
38 H 1.6544 -3.3455 -3.2369  0.16
39 H 2.0799 -1.9034 -0.9931  0.14
40 H -1.5963 -3.2218 0.7037  0.12
41 H -3.4243 -4.0478 3.7243  0.09
42 H -2.2519 -4.5844 2.4955  0.10
43 H -3.4838 -3.3594 2.0822  0.10
44 H 0.3641 0.8889 4.9601  0.09
45 H 0.0074 -0.3366 6.2039  0.09
46 H 1.3649 -0.5791 5.0765  0.10
47 H 2.6814 2.0390 2.6995  0.10
48 H 2.9748 0.6850 1.5851  0.10
49 H 1.7142 1.9066 1.2188  0.07
50 H 1.3734 -0.2136 0.2566  0.09
51 H 2.5701 0.2213 -2.4367  0.12
52 H 1.8658 2.3142 -1.3563  0.10


Q: Which value of E_tot does entry 2 give?
A: -1053.3161 Ha


Q: Number 4 is which compound?
A: C2H3N2OS


Q: The highest E_tot belongs to which entry?
A: C2H3N2OS


Q: Look up the E_tot of the third one.
A: -3829.8658 Ha